The following is a DFT calculation (ωB97M-V/def2-TZVPD) of a molecular structure, C12H27BeN10O10.

```
60
C12H27BeN10O10 | the Open Molecules 2025 dataset | ωB97M-V/def2-TZVPD
Be -0.6428 0.1477 0.0479
O -5.5294 2.0989 -1.3283
C -4.3291 1.6917 -1.0046
O -3.9275 1.5081 0.1364
O -3.5948 1.4786 -1.9348
H -5.2575 2.0547 -2.2479
C -1.0624 4.5304 2.4442
O -0.6593 3.6005 1.8144
N -0.2928 5.2945 3.0714
N -2.3472 4.8171 2.4405
H 0.7089 5.2794 2.9431
H -0.6820 6.1496 3.4420
H -2.9419 4.1773 1.9335
H -2.6065 5.7001 2.8568
C 2.3185 2.6556 -3.0663
O 1.5255 2.2146 -2.2913
N 3.5123 2.9403 -2.7086
N 2.2762 2.6080 -4.3500
H 3.6567 2.9949 -1.7105
H 4.2617 3.3748 -3.2279
H 1.4580 2.2007 -4.7799
H 3.0743 2.9682 -4.8534
C -3.9937 -3.2682 0.2901
O -2.9525 -2.6706 0.3600
N -4.2514 -4.4098 0.8518
N -5.0028 -2.8867 -0.4738
H -5.1072 -4.9115 0.6620
H -3.6111 -4.6931 1.5798
H -4.8771 -1.9601 -0.8556
H -5.8245 -3.4706 -0.5357
C -1.9463 -0.5013 4.4930
O -1.0064 -0.4438 3.7131
N -1.8090 -0.7048 5.7472
N -3.1999 -0.6659 4.1777
H -0.9284 -0.6665 6.2402
H -2.7139 -0.8761 6.1617
H -3.7769 -0.7735 4.9996
H -3.5901 -0.4306 3.2764
C -0.4705 -2.8348 -3.9007
O -0.3319 -1.8170 -3.2285
N -0.5478 -2.9367 -5.2029
N -0.2829 -4.0727 -3.4562
H -0.4079 -2.0341 -5.6340
H -0.5368 -3.8485 -5.6372
H -0.4507 -4.9307 -3.9619
H 0.1140 -4.1502 -2.5306
C 3.8862 -0.2588 1.3505
C 5.0793 0.4561 1.2507
C 6.1055 -0.0546 0.4247
C 5.9002 -1.1475 -0.4496
C 4.6189 -1.6842 -0.4667
C 3.6649 -1.3457 0.5066
O 2.4014 -1.9125 0.5285
O 7.2878 0.6275 0.4026
H 3.1073 0.0572 2.0286
H 5.1688 1.2839 1.9385
H 6.6754 -1.4859 -1.1212
H 4.4011 -2.4986 -1.1417
H 2.4171 -2.8325 0.2547
H 7.8729 0.2680 -0.2682
```

Properties
Kohn-Sham gap in eV: 2.54
Calculated total energy in eV: -48647.4918
E_HOMO in eV: -10.1769
Energy above the lowest of the compared OMol25 structures with the same formula, charge and spin in kJ/mol: 780.7
Charge: +1